Record 1
Here is C24H27N3O3 as an isolated structure in a non-equilibrium geometry from OMol25. Energies are from ωB97M-V/def2-TZVPD.

Summary:
* total energy: -1319.98267 Ha
* Kohn-Sham gap: 7.67 eV
* ΔE to the lowest compared entry with this formula, charge and spin: 2171.5 kJ/mol
* HOMO: -7.48 eV

Structure (ORCA input):
```
! wB97M-V def2-TZVPD RIJCOSX def2/J DEFGRID3
* xyz 0 1
C -6.3660 -0.4219 1.8074
C -4.9500 -0.2656 1.5050
C -4.1640 -0.3694 2.6364
C -2.6502 -0.1645 2.4792
C -1.9873 -0.0110 1.1301
C -2.8834 0.2476 0.2062
C -4.1894 0.1629 0.4142
H -5.0103 -0.0506 -0.4680
H -2.6080 0.3436 -0.7484
C -0.6305 0.3355 1.1206
O -0.1202 0.7814 2.2565
N -0.1211 -0.2317 0.1195
C 1.3484 0.0284 -0.5732
C 2.2561 -0.0127 0.3534
C 2.5248 -0.6791 1.5964
C 1.6981 -1.1844 2.4632
N 2.2970 -1.5231 3.4840
C 3.5087 -0.9737 3.6677
C 4.2399 -1.1419 4.6340
C 5.5674 -0.3416 4.5184
C 5.8781 0.1121 3.2503
C 4.9005 0.3619 2.4064
C 3.6009 -0.3586 2.5070
H 5.1119 0.9076 1.4141
H 6.6654 0.4362 3.1448
H 6.2797 -0.4466 5.1568
H 4.3341 -1.5590 5.4917
C 1.4074 -2.3860 4.7070
H 1.5310 -1.6150 5.6086
H 0.5817 -2.5809 4.2971
H 2.0590 -3.2813 4.9532
H 0.7045 -1.8106 2.1245
H 3.1969 0.2973 -0.1822
C 1.4721 0.5461 -1.8810
O 2.4774 0.7680 -2.3965
O -0.0363 0.7079 -2.3414
C 0.1533 0.9373 -3.8493
H 1.0409 0.9350 -4.2082
H 0.2170 2.2012 -3.7867
C -1.1623 0.6632 -4.2690
N -1.2857 1.1184 -5.9220
C -0.3088 0.5197 -6.5245
H -0.5831 0.4499 -7.6959
H 0.8169 0.8003 -6.6885
H -0.2496 -0.8385 -6.3970
C -1.4705 2.3791 -6.2726
H -2.1242 2.8510 -5.5441
H -1.7519 2.5664 -7.3091
H -0.5763 2.8002 -5.9992
H -1.9495 1.0431 -3.7500
H -1.2211 -0.5309 -4.3634
H -0.7967 -0.3744 -0.7501
H -2.1269 -0.2603 3.2535
H -4.3639 -0.4496 3.6215
H -6.7470 0.3388 2.4477
H -6.9825 -0.1981 0.9613
H -6.4523 -1.5792 2.1827
*
```

Atom charges from the natural (NBO) analysis, given in e for atoms 1 to 2: -0.632 -0.026

=====

Record 2
Here is a 3-piece molecular cluster, C14H30ClIO4Si overall from OMol25. Energies are from ωB97M-V/def2-TZVPD.

Summary:
* total energy: -1899.78615 Ha
* Kohn-Sham gap: 9.76 eV
* ΔE to the lowest compared entry with this formula, charge and spin: 0.0 kJ/mol
* SMILES string: C[C@H](I)C[SiH2]CCCCl.CCOC(C)=O.CCOC(C)=O
* HOMO: -9.11 eV

Structure (ORCA input):
```
! wB97M-V def2-TZVPD RIJCOSX def2/J DEFGRID3
* xyz 0 1
C -2.5578 -2.4329 -2.1112
C -1.0488 -2.4167 -2.2820
I -0.3151 -4.4558 -2.4595
C -0.3353 -1.7016 -1.1471
Si -0.5844 0.1830 -1.2742
C -1.3838 0.9563 0.2553
C -1.7920 -0.0254 1.3594
C -0.5690 -0.5557 2.0845
Cl -0.9248 -2.0673 2.9856
H -3.0423 -3.1548 -2.7639
H -2.9559 -1.4434 -2.3473
H -2.8259 -2.6768 -1.0819
H -0.7793 -1.9765 -3.2380
H -0.6850 -2.1136 -0.1979
H 0.7391 -1.8840 -1.1923
H 0.7387 0.8077 -1.5168
H -1.4269 0.4323 -2.4642
H -0.7156 1.7140 0.6727
H -2.2683 1.5004 -0.0819
H -2.4299 0.4679 2.0898
H -2.3612 -0.8606 0.9447
H 0.2479 -0.7938 1.4057
H -0.2151 0.1594 2.8220
O 0.1078 1.3222 -4.9106
C 0.7507 0.4430 -5.4122
O 0.5892 -0.8170 -4.9410
C 1.2556 -1.9596 -5.5028
C 2.6389 -2.1474 -4.9215
C 1.7631 0.7074 -6.5010
H 1.2714 -1.8958 -6.5902
H 0.6166 -2.7996 -5.2355
H 3.2988 -1.3165 -5.1728
H 3.0817 -3.0655 -5.3090
H 2.5791 -2.2291 -3.8361
H 2.7218 0.9179 -6.0252
H 1.4477 1.5985 -7.0357
H 1.9019 -0.1105 -7.2006
O -1.5821 2.1426 4.2405
C -0.8956 2.1235 5.2263
O -0.6270 3.2949 5.8384
C 0.1031 3.3782 7.0697
C 1.6002 3.3593 6.8482
C -0.2837 0.8445 5.7454
H -0.2174 2.5955 7.7574
H -0.2086 4.3302 7.4956
H 1.9326 2.4119 6.4242
H 2.1179 3.5062 7.7967
H 1.8893 4.1607 6.1689
H 0.6611 0.6929 5.2201
H -0.9444 0.0198 5.4901
H -0.0789 0.8300 6.8116
*
```

Atom charges from the natural (NBO) analysis, given in e for atoms 1 to 2: -0.651 -0.246

=====

Record 3
Here is a 5-piece molecular cluster, CH11NO4 overall in a non-equilibrium geometry from OMol25. Energies are from ωB97M-V/def2-TZVPD.

Summary:
* total energy: -400.35730 Ha
* Kohn-Sham gap: 10.97 eV
* ΔE to the lowest compared entry with this formula, charge and spin: 168.7 kJ/mol
* SMILES string: C=N.O.O.O.O
* HOMO: -10.32 eV

Structure (ORCA input):
```
! wB97M-V def2-TZVPD RIJCOSX def2/J DEFGRID3
* xyz 0 1
C 5.6003 -0.6678 -2.3832
N 4.6902 -1.5164 -2.1351
H 6.5368 -0.6577 -1.8490
H 5.4848 0.1629 -3.0875
H 4.1053 -1.4855 -2.9701
H -1.6892 3.9188 0.9567
H -2.5151 2.7236 0.6208
O -1.5901 2.9847 0.7450
H -5.1203 2.7119 1.6579
H -4.2917 1.4785 1.5123
O -4.2147 2.4395 1.4575
H -0.1805 -0.6607 1.0819
H -0.0914 -0.6987 -0.5271
O -0.6541 -0.6497 0.2480
H -1.1008 -3.5978 1.6616
H -1.3126 -2.4305 0.7075
O -1.7934 -3.1164 1.1987
*
```

Atom charges from the natural (NBO) analysis, given in e for atoms 1 to 2: -0.036 -0.589

=====

Record 4
Here is C15H42NO14Y as an isolated structure in a non-equilibrium geometry from OMol25. Energies are from ωB97M-V/def2-TZVPD.

Summary:
* total energy: -1742.66074 Ha
* Kohn-Sham gap: 6.63 eV
* ΔE to the lowest compared entry with this formula, charge and spin: 0.0 kJ/mol
* HOMO: -14.19 eV

Structure (ORCA input):
```
! wB97M-V def2-TZVPD RIJCOSX def2/J DEFGRID3
* xyz 2 1
Y -2.4131 5.2774 -10.8410
O -3.5155 6.5148 -14.7770
C -3.2859 6.2282 -13.5155
O -2.6687 5.1839 -13.1771
O -3.5652 6.9131 -12.4951
H -3.1830 5.6875 -15.2190
C -7.8916 2.4045 -12.7028
C -6.4732 2.5961 -13.1899
C -6.2862 1.9670 -14.5587
O -4.9868 2.1527 -15.1723
C -3.8135 2.0251 -14.3887
N -6.1904 4.0525 -13.4017
H -8.0053 2.4884 -11.6222
H -8.3355 1.4540 -12.9992
H -8.5090 3.1849 -13.1542
H -5.7193 2.2622 -12.4734
H -7.1278 2.0982 -15.2355
H -6.3114 0.8833 -14.3647
H -2.9724 2.2787 -15.0340
H -3.6119 0.9921 -14.0912
H -3.7903 2.7070 -13.5291
H -5.3556 4.0505 -13.9875
H -6.9116 4.3914 -14.0355
C -1.1589 10.5749 -14.9424
C -1.6938 9.5847 -13.8651
O -0.6380 9.1427 -12.9731
O -0.3616 11.5476 -14.3424
H -2.0373 10.9802 -15.4384
H -0.5974 9.9615 -15.6585
H -2.1683 8.6778 -14.2446
H -2.4174 10.0781 -13.2173
H 0.1248 8.8600 -13.4941
H 0.3971 11.1288 -13.9290
C -4.8703 11.1331 -10.8330
C -4.4076 9.6858 -11.0004
O -5.2411 9.0556 -11.9418
O -4.3999 11.7089 -9.6086
H -5.9543 11.2380 -10.8908
H -4.4880 11.7395 -11.6604
H -4.4656 9.2960 -9.9714
H -3.3573 9.6189 -11.3019
H -4.7861 8.2212 -12.1310
H -5.0106 12.4236 -9.4079
C -5.6780 5.6770 -10.2301
C -4.8272 6.1099 -9.0565
O -3.5758 6.7305 -9.3771
O -4.9200 4.8223 -11.1124
H -5.9318 6.5358 -10.8583
H -6.6139 5.2609 -9.8588
H -4.6622 5.2970 -8.3405
H -5.4775 6.8151 -8.5324
H -3.4082 7.3521 -8.6577
H -5.5382 4.4457 -11.8018
C -0.0729 6.8306 -8.8508
C -0.4414 7.8051 -9.9261
O -1.1075 7.2247 -11.0494
O -1.0675 5.8304 -8.6981
H 0.1670 7.3778 -7.9368
H 0.8617 6.3136 -9.1051
H 0.5147 8.3025 -10.1116
H -1.0324 8.6067 -9.4704
H -1.1011 7.9413 -11.7503
H -0.9029 5.5018 -7.8010
C -3.8100 4.9205 -17.8338
C -5.1588 5.1714 -17.2066
O -5.2886 6.5233 -16.8255
O -2.7940 4.7803 -16.8126
H -3.5491 5.7554 -18.4850
H -3.8348 3.9542 -18.3443
H -5.2304 4.5346 -16.3108
H -6.0233 4.8622 -17.7909
H -4.5054 6.7579 -16.3063
H -1.9857 4.5056 -17.2521
*
```

Atom charges from the Löwdin analysis, given in e for atoms 1 to 2: 2.005 0.153